1.
{"formula": "C17H27NO3", "method": "wB97M-V/def2-TZVPD", "e_tot_ha": -944.45816, "gap_ha": 0.3228, "e_homo_ha": -0.296, "e_above_lowest_kj_mol": 71.5, "species": ["C", "C", "C", "C", "O", "C", "C", "C", "N", "C", "O", "C", "C", "C", "O", "C", "C", "C", "C", "C", "C", "H", "H", "H", "H", "H", "H", "H", "H", "H", "H", "H", "H", "H", "H", "H", "H", "H", "H", "H", "H", "H", "H", "H", "H", "H", "H", "H"], "coordinates": [[-7.387, -1.477, -1.338], [-6.314, -1.454, -0.257], [-5.215, -0.445, -0.577], [-4.142, -0.420, 0.514], [-3.001, 0.340, 0.181], [-3.183, 1.742, 0.231], [-1.865, 2.443, -0.090], [-0.787, 2.195, 0.967], [-0.343, 0.821, 0.957], [0.906, 0.464, 0.593], [1.798, 1.267, 0.407], [1.086, -1.046, 0.477], [2.522, -1.432, 0.137], [3.470, -1.176, 1.312], [4.806, -1.512, 1.007], [5.547, -0.669, 0.228], [6.830, -1.123, -0.080], [7.679, -0.354, -0.848], [7.265, 0.880, -1.323], [5.995, 1.332, -1.016], [5.131, 0.571, -0.246], [-6.953, -1.745, -2.299], [-8.159, -2.202, -1.095], [-7.854, -0.499, -1.435], [-6.770, -1.198, 0.703], [-5.875, -2.449, -0.159], [-5.659, 0.547, -0.684], [-4.739, -0.705, -1.525], [-4.575, -0.056, 1.458], [-3.765, -1.435, 0.674], [-3.944, 2.054, -0.498], [-3.533, 2.032, 1.235], [-1.504, 2.088, -1.056], [-2.056, 3.514, -0.162], [-1.177, 2.443, 1.961], [0.091, 2.813, 0.766], [-1.086, 0.136, 0.942], [0.780, -1.507, 1.419], [0.413, -1.403, -0.307], [2.855, -0.850, -0.723], [2.571, -2.490, -0.128], [3.207, -1.827, 2.152], [3.393, -0.134, 1.641], [7.137, -2.086, 0.299], [8.670, -0.720, -1.079], [7.928, 1.483, -1.926], [5.661, 2.293, -1.379], [4.148, 0.958, -0.030]]}

2.
{"formula": "C17H27NO4", "method": "wB97M-V/def2-TZVPD", "e_tot_ha": -1019.65824, "gap_ha": 0.3410, "e_homo_ha": -0.310, "e_above_lowest_kj_mol": 193.1, "species": ["C", "C", "O", "C", "O", "C", "C", "O", "O", "C", "C", "C", "C", "C", "C", "C", "N", "C", "C", "C", "C", "C", "H", "H", "H", "H", "H", "H", "H", "H", "H", "H", "H", "H", "H", "H", "H", "H", "H", "H", "H", "H", "H", "H", "H", "H", "H", "H", "H"], "coordinates": [[1.018, 2.394, 1.882], [1.257, 0.937, 2.233], [0.238, 0.148, 1.612], [0.554, -1.086, 1.240], [1.615, -1.613, 1.448], [-0.603, -1.715, 0.477], [-0.998, -3.051, 1.087], [-1.397, -4.002, 0.470], [-0.889, -2.997, 2.412], [-1.179, -4.191, 3.144], [0.016, -5.132, 3.148], [-0.244, -1.835, -1.024], [0.883, -2.837, -1.284], [0.137, -0.515, -1.501], [0.508, 0.569, -1.854], [0.912, 1.889, -2.308], [0.445, 2.922, -1.393], [-1.001, 2.996, -1.277], [-1.687, 3.642, -2.486], [-1.099, 5.030, -2.734], [0.417, 4.929, -2.886], [1.010, 4.231, -1.656], [1.811, 3.005, 2.305], [1.001, 2.516, 0.801], [0.064, 2.722, 2.285], [1.208, 0.771, 3.315], [2.232, 0.593, 1.871], [-1.461, -1.041, 0.582], [-1.419, -3.851, 4.153], [-2.051, -4.679, 2.695], [-0.191, -5.984, 3.789], [0.213, -5.488, 2.140], [0.898, -4.612, 3.514], [-1.143, -2.168, -1.556], [0.547, -3.841, -1.041], [1.753, -2.597, -0.680], [1.165, -2.807, -2.334], [2.007, 1.931, -2.325], [0.552, 2.023, -3.344], [-1.378, 1.983, -1.117], [-1.221, 3.589, -0.383], [-1.545, 3.017, -3.371], [-2.760, 3.711, -2.299], [-1.542, 5.476, -3.628], [-1.333, 5.677, -1.885], [0.661, 4.363, -3.788], [0.857, 5.923, -2.987], [2.094, 4.129, -1.762], [0.815, 4.847, -0.771]]}

3.
{"formula": "C17H27O3Si", "method": "wB97M-V/def2-TZVPD", "e_tot_ha": -1178.94296, "gap_ha": 0.1980, "e_homo_ha": -0.399, "charge": 1, "e_above_lowest_kj_mol": 98.0, "species": ["C", "O", "C", "C", "C", "C", "C", "O", "C", "C", "C", "H", "H", "H", "H", "H", "H", "H", "H", "H", "H", "H", "C", "Si", "C", "C", "O", "C", "C", "C", "C", "C", "H", "H", "H", "H", "H", "H", "H", "H", "H", "H", "H", "H", "H", "H", "H", "H"], "coordinates": [[4.627, -1.931, 3.111], [4.064, -0.640, 3.102], [2.665, -0.626, 3.095], [2.010, 0.615, 3.093], [0.643, 0.702, 3.090], [-0.149, -0.474, 3.088], [-1.545, -0.446, 3.095], [-2.304, -1.577, 3.092], [-3.681, -1.290, 3.139], [0.516, -1.718, 3.088], [1.881, -1.789, 3.092], [5.713, -1.840, 3.117], [4.311, -2.466, 4.009], [4.320, -2.475, 2.216], [2.615, 1.505, 3.097], [0.162, 1.665, 3.094], [-2.058, 0.503, 3.107], [-4.234, -2.229, 3.147], [-3.907, -0.732, 4.048], [-3.966, -0.713, 2.258], [-0.076, -2.617, 3.090], [2.354, -2.752, 3.097], [2.609, 1.035, -2.650], [0.888, 1.140, -3.369], [0.013, 2.606, -2.600], [1.000, 1.381, -5.219], [0.089, -0.314, -3.056], [-1.101, -0.271, -2.360], [-1.270, -0.610, -1.064], [-2.676, -0.356, -0.606], [-3.339, 0.438, -1.747], [-2.411, 0.195, -2.950], [3.158, 1.955, -2.837], [2.542, 0.873, -1.578], [3.141, 0.204, -3.103], [0.601, 3.505, -2.762], [-0.965, 2.749, -3.048], [-0.105, 2.449, -1.532], [1.519, 2.307, -5.452], [1.541, 0.549, -5.659], [0.000, 1.417, -5.641], [-0.469, -0.945, -0.429], [-3.198, -1.308, -0.442], [-2.699, 0.188, 0.348], [-4.374, 0.129, -1.942], [-3.367, 1.506, -1.497], [-2.280, 1.091, -3.567], [-2.811, -0.588, -3.605]]}

4.
{"formula": "C17H28BN3", "method": "wB97M-V/def2-TZVPD", "e_tot_ha": -853.48310, "gap_ha": 0.3381, "e_homo_ha": -0.349, "e_above_lowest_kj_mol": 252.9, "species": ["C", "C", "B", "C", "C", "C", "H", "H", "H", "H", "H", "H", "H", "C", "C", "C", "C", "N", "H", "H", "H", "H", "H", "H", "H", "C", "C", "C", "C", "N", "H", "H", "H", "H", "H", "H", "H", "C", "C", "C", "C", "N", "H", "H", "H", "H", "H", "H", "H"], "coordinates": [[-0.250, 0.499, -3.679], [0.216, 1.019, -2.549], [0.974, 1.325, -1.118], [0.899, 0.198, 0.061], [1.753, 2.717, -0.829], [1.607, 3.292, 0.488], [-0.609, -0.243, -4.494], [1.977, 0.035, 0.465], [0.457, -0.820, -0.300], [0.271, 0.531, 0.968], [2.414, 3.298, -1.570], [1.282, 2.721, 1.427], [1.785, 4.422, 0.585], [3.014, -3.771, 2.081], [3.524, -3.397, 3.469], [2.593, -2.429, 4.204], [2.465, -1.149, 3.422], [2.363, -0.134, 2.800], [2.951, -2.898, 1.426], [3.694, -4.483, 1.607], [2.023, -4.232, 2.138], [4.520, -2.952, 3.373], [3.634, -4.308, 4.065], [2.994, -2.203, 5.196], [1.601, -2.873, 4.332], [-2.276, 4.329, 0.368], [-1.765, 4.705, 1.755], [-2.697, 5.671, 2.491], [-2.830, 6.951, 1.707], [-2.936, 7.965, 1.085], [-2.342, 5.201, -0.288], [-1.595, 3.617, -0.107], [-3.266, 3.865, 0.427], [-0.770, 5.152, 1.657], [-1.652, 3.795, 2.351], [-2.296, 5.899, 3.482], [-3.688, 5.225, 2.620], [-0.985, -3.557, -4.936], [-2.157, -3.273, -4.002], [-1.973, -3.889, -2.613], [-1.853, -5.386, -2.729], [-1.759, -6.573, -2.822], [-0.867, -4.627, -5.123], [-1.146, -3.075, -5.904], [-0.048, -3.175, -4.517], [-3.075, -3.656, -4.460], [-2.276, -2.190, -3.900], [-2.830, -3.647, -1.979], [-1.073, -3.493, -2.133]]}

5.
{"formula": "C17H28BaFN4O5P2", "method": "wB97M-V/def2-TZVPD", "e_tot_ha": -2067.81809, "gap_ha": 0.3090, "e_homo_ha": -0.405, "charge": 1, "species": ["Ba", "C", "P", "C", "C", "C", "P", "C", "C", "H", "H", "H", "H", "H", "H", "H", "H", "H", "H", "H", "H", "H", "H", "H", "H", "N", "C", "N", "C", "C", "O", "C", "C", "H", "H", "H", "H", "H", "H", "H", "H", "F", "C", "C", "N", "C", "C", "O", "O", "C", "O", "N", "C", "O", "H", "H", "H", "H"], "coordinates": [[0.049, 0.012, 0.254], [-0.760, -1.902, 4.663], [-0.291, -0.499, 3.593], [-1.117, 0.903, 4.416], [1.459, -0.223, 4.107], [2.431, -1.305, 3.634], [2.721, -1.330, 1.814], [3.373, -3.013, 1.580], [4.184, -0.257, 1.656], [-0.218, -2.808, 4.393], [-1.823, -2.110, 4.537], [-0.572, -1.687, 5.717], [-0.691, 1.097, 5.403], [-2.176, 0.675, 4.543], [-1.035, 1.807, 3.811], [1.487, -0.156, 5.200], [1.765, 0.764, 3.742], [2.068, -2.295, 3.923], [3.395, -1.187, 4.139], [4.154, -3.261, 2.302], [3.796, -3.121, 0.581], [2.566, -3.739, 1.681], [5.039, -0.629, 2.223], [3.917, 0.730, 2.037], [4.476, -0.128, 0.615], [-1.132, -2.212, -0.999], [-1.628, -3.124, -1.514], [-2.183, -4.148, -2.090], [-3.263, -4.919, -1.460], [-2.990, -6.395, -1.701], [-2.835, -6.645, -3.082], [-1.709, -5.976, -3.610], [-1.890, -4.471, -3.499], [-4.212, -4.629, -1.918], [-3.293, -4.676, -0.399], [-3.829, -6.999, -1.360], [-2.089, -6.708, -1.158], [-1.621, -6.274, -4.653], [-0.801, -6.289, -3.078], [-2.731, -4.141, -4.114], [-0.997, -3.926, -3.799], [0.163, 4.276, 5.607], [0.140, 4.679, 4.336], [0.979, 4.195, 3.422], [0.955, 4.635, 2.114], [1.717, 3.917, 1.122], [1.042, 2.620, 0.711], [1.652, 1.856, -0.083], [-0.091, 2.343, 1.178], [0.026, 5.557, 1.669], [-0.080, 5.879, 0.508], [-0.804, 6.063, 2.654], [-0.879, 5.681, 3.984], [-1.653, 6.173, 4.766], [1.728, 3.452, 3.659], [2.727, 3.725, 1.485], [1.812, 4.533, 0.229], [-1.476, 6.749, 2.337]]}